[1]
H54O27 | wB97M-V/def2-TZVPD

- energy above the lowest of the compared OMol25 structures with the same formula, charge and spin (eV) = 3.4640
- E_tot (a.u.) = -2063.8878
- orbital gap (eV) = 8.629
- LUMO energy (eV) = -0.673
- multiplicity = 1

Each atom is followed by the atoms it is bonded to, with distances in Å.
CARTESIAN COORDINATES (ANGSTROEM)
1 O 12.34296 -18.81730 15.82429  H2 0.957, H3 0.957
2 H 13.21091 -19.15081 15.59697  O1 0.957
3 H 12.25141 -19.00366 16.75869  O1 0.957
4 O 6.65852 -23.96289 11.61023  H5 0.957, H6 0.957
5 H 7.26873 -23.83447 12.33644  O4 0.957
6 H 6.64210 -24.91039 11.47527  O4 0.957
7 O 4.24726 -15.67654 17.10302  H8 0.957, H9 0.957
8 H 4.53914 -15.15302 16.35672  O7 0.957
9 H 4.92326 -16.34646 17.20528  O7 0.957
10 O 12.58939 -19.64292 18.21665  H11 0.957, H12 0.957
11 H 12.29214 -20.53738 18.04989  O10 0.957
12 H 13.42906 -19.74852 18.66391  O10 0.957
13 O 8.37401 -18.39288 11.87215  H14 0.957, H15 0.957
14 H 7.57698 -18.67286 11.42206  O13 0.957
15 H 8.28756 -17.44233 11.94432  O13 0.957
16 O 8.04387 -22.45433 18.93882  H17 0.957, H18 0.957
17 H 7.56266 -21.95222 19.59651  O16 0.957
18 H 8.93849 -22.49687 19.27657  O16 0.957
19 O 7.05217 -19.34384 18.65399  H20 0.957, H21 0.957
20 H 7.38622 -19.70834 17.83437  O19 0.957
21 H 6.59960 -20.07478 19.07487  O19 0.957
22 O 8.90043 -20.85420 13.64227  H23 0.957, H24 0.957
23 H 9.01603 -20.03261 13.16493  O22 0.957
24 H 9.37009 -21.50381 13.11914  O22 0.957
25 O 7.51574 -22.99296 16.37015  H26 0.957, H27 0.957
26 H 7.55026 -22.88703 17.32084  O25 0.957
27 H 6.60418 -23.22044 16.18697  O25 0.957
28 O 9.52634 -19.83255 9.72404  H29 0.957, H30 0.957
29 H 9.28916 -19.67662 10.63819  O28 0.957
30 H 9.14733 -20.68756 9.52025  O28 0.957
31 O 4.93100 -21.16231 16.05819  H32 0.957, H33 0.957
32 H 5.57800 -20.65799 16.55143  O31 0.957
33 H 5.33214 -21.29194 15.19882  O31 0.957
34 O 10.72295 -17.82079 19.33702  H35 0.957, H36 0.957
35 H 11.58022 -18.18135 19.11051  O34 0.957
36 H 10.11916 -18.55686 19.23769  O34 0.957
37 O 4.65795 -23.87156 16.08604  H38 0.957, H39 0.957
38 H 3.94523 -24.26018 16.59321  O37 0.957
39 H 4.51406 -22.92769 16.15414  O37 0.957
40 O 4.84189 -18.02214 13.46885  H41 0.957, H42 0.957
41 H 5.39252 -17.48422 14.03779  O40 0.957
42 H 4.00201 -18.07220 13.92527  O40 0.957
43 O 6.09259 -17.49514 16.90489  H44 0.957, H45 0.957
44 H 6.61768 -18.03182 17.49860  O43 0.957
45 H 6.60771 -17.45447 16.09915  O43 0.957
46 O 11.89581 -18.34701 12.24921  H47 0.957, H48 0.957
47 H 12.36755 -19.09392 11.88068  O46 0.957
48 H 12.52634 -17.62737 12.22113  O46 0.957
49 O 8.06691 -19.58138 16.04782  H50 0.957, H51 0.957
50 H 8.00272 -20.19014 15.31194  O49 0.957
51 H 8.65091 -18.88968 15.73683  O49 0.957
52 O 5.85322 -17.44743 20.43217  H53 0.957, H54 0.957
53 H 6.28617 -18.22435 20.07836  O52 0.957
54 H 6.15003 -17.40022 21.34097  O52 0.957
55 O 6.06875 -21.78199 13.65915  H56 0.957, H57 0.957
56 H 6.87361 -21.26592 13.61324  O55 0.957
57 H 6.16218 -22.43457 12.96515  O55 0.957
58 O 5.98474 -19.08920 11.05592  H59 0.957, H60 0.957
59 H 5.54843 -19.14425 11.90612  O58 0.957
60 H 5.51824 -19.71829 10.50560  O58 0.957
61 O 12.16114 -16.15845 15.52986  H62 0.957, H63 0.957
62 H 11.70114 -16.06367 14.69581  O61 0.957
63 H 12.40717 -17.08284 15.56455  O61 0.957
64 O 9.43390 -23.16567 12.08575  H65 0.957, H66 0.957
65 H 9.08701 -23.66025 11.34327  O64 0.957
66 H 10.38247 -23.17440 11.95777  O64 0.957
67 O 7.85782 -25.33446 13.87999  H68 0.957, H69 0.957
68 H 8.15011 -24.82475 14.63564  O67 0.957
69 H 8.26314 -26.19345 13.99863  O67 0.957
70 O 10.23682 -22.54771 16.35645  H71 0.957, H72 0.957
71 H 9.31854 -22.81319 16.30635  O70 0.957
72 H 10.25469 -21.67156 15.97140  O70 0.957
73 O 9.52018 -15.62584 17.93849  H74 0.957, H75 0.957
74 H 9.22651 -15.94750 17.08612  O73 0.957
75 H 10.03500 -16.34608 18.30242  O73 0.957
76 O 10.23400 -18.36670 14.52821  H77 0.957, H78 0.957
77 H 10.66442 -18.47905 13.68066  O76 0.957
78 H 10.94282 -18.43325 15.16804  O76 0.957
79 O 8.70564 -16.29931 15.42597  H80 0.957, H81 0.957
80 H 8.38680 -15.59108 14.86652  O79 0.957
81 H 9.36296 -16.74791 14.89406  O79 0.957

[2]
C3H7N2O | wB97M-V/def2-TZVPD

- energy above the lowest of the compared OMol25 structures with the same formula, charge and spin (eV) = 1.0309
- E_tot (a.u.) = -303.0021
- total charge = +1
- orbital gap (eV) = 11.714
- LUMO energy (eV) = -3.792
- multiplicity = 1

Each atom is followed by the atoms it is bonded to, with distances in Å.
CARTESIAN COORDINATES (ANGSTROEM)
1 C 4.02073 0.35072 0.07406  O6 1.128
2 C -0.08808 -0.95454 -0.04882  N4 1.308, N5 1.317, H7 1.097
3 C -2.03916 0.59908 -0.14724  N5 1.470, H8 1.123, H9 1.032, H10 1.058
4 N 0.74784 0.04803 0.03948  C2 1.308, H11 1.007, H12 1.019
5 N -1.38261 -0.71115 -0.03502  C2 1.317, C3 1.470, H13 1.000
6 O 5.11999 0.59576 0.01825  C1 1.128
7 H 0.40695 -1.90633 0.18260  C2 1.097
8 H -3.09365 0.30395 -0.39555  C3 1.123
9 H -1.62579 1.27445 -0.80847  C3 1.032
10 H -2.11948 0.94868 0.84856  C3 1.058
11 H 1.69531 -0.16450 -0.22663  N4 1.007
12 H 0.43083 0.99312 0.25098  N4 1.019
13 H -2.07289 -1.37726 0.24779  N5 1.000